Density functional theory data (ωB97M-V/def2-TZVPD) for an isolated ion of composition C4H13N2 and charge +1 at a distorted geometry.

```
19
Properties=species:S:1:pos:R:3
C -1.86 -0.14 0.29
N -0.39 -0.42 0.31
C -0.05 -1.34 1.45
C 0.38 0.88 0.37
C 0.98 1.17 -1.02
N 1.13 -0.06 -1.79
H -2.38 -1.10 0.27
H -2.15 0.45 -0.57
H -2.12 0.31 1.23
H -0.13 -0.78 -0.63
H 0.09 -0.71 2.32
H 0.94 -1.75 1.24
H -0.79 -2.13 1.47
H -0.29 1.71 0.60
H 1.16 0.78 1.12
H 0.33 1.85 -1.56
H 1.91 1.71 -0.86
H 1.93 -0.59 -1.47
H 1.30 0.16 -2.76
```

Multiplicity: 1
Kohn-Sham gap: 11.6951 eV
SMILES: C[NH+](C)CCN
Relative energy (zero: lowest compared OMol25 entry of this formula, charge and spin): 22.4 kcal/mol
E: -7332.51778 eV
Net charge: +1